{
  "formula": "C33H43Cl2N2OP3PdS",
  "method": "ωB97M-V/def2-TZVPD",
  "s_squared": 6.0647,
  "total_energy_ha": -3937.872736,
  "gap_ev": [5.69, 5.11],
  "de_lowest_kcal_mol": 32.7,
  "total_charge": 2,
  "multiplicity": 5,
  "species": ["P", "C", "H", "H", "H", "H", "H", "C", "H", "Cl", "H", "C", "H", "C", "H", "C", "C", "P", "H", "C", "H", "P", "C", "H", "C", "H", "C", "C", "O", "C", "C", "H", "C", "C", "C", "C", "H", "H", "S", "H", "C", "H", "Pd", "C", "C", "H", "H", "H", "H", "C", "C", "H", "H", "C", "C", "C", "H", "H", "H", "H", "C", "H", "H", "H", "H", "H", "C", "C", "H", "H", "H", "H", "N", "H", "H", "C", "N", "Cl", "H", "H", "C", "C", "C", "C", "H", "H"],
  "positions_angstrom": [[-3.883125, -1.816328, -2.362288], [0.367441, -3.494211, -0.466762], [-0.221018, 2.648995, -3.660332], [6.103209, 1.044148, -6.994219], [-0.184758, 4.694486, -0.332073], [-2.868847, -3.560414, -3.668618], [3.001627, -1.589726, 1.559784], [-3.551531, -2.730348, -3.880978], [2.879584, -0.779955, -1.405622], [-0.743243, -1.577874, 2.199810], [0.772370, 1.769404, -1.145887], [2.317567, -1.709508, -1.520633], [5.384235, 3.360293, -3.412299], [-0.247535, 3.204300, 1.149595], [-5.552892, -3.256440, -1.418359], [0.596284, -2.131673, -5.874481], [2.374571, -2.445728, 1.290753], [1.460563, 1.826361, -5.970492], [1.163511, 4.131069, -7.486092], [-1.958190, -1.091407, -0.506108], [2.995443, -3.295448, 0.981172], [1.264710, -1.971308, -0.068122], [0.082546, 0.924925, -1.223551], [-1.918960, 1.360168, -3.939538], [-1.258357, -0.967794, -6.927768], [2.931954, 2.835796, -3.560902], [4.070651, 1.153697, -6.347071], [1.180453, -0.912689, -5.532836], [-2.409977, 0.609693, -3.552889], [-5.099822, -0.549166, -2.732967], [-1.255492, 5.408212, -5.424462], [-5.985956, -0.979219, -3.211857], [-0.605580, -2.163011, -6.599035], [-0.388545, 0.569356, -2.377439], [-0.704698, 0.254953, -6.565649], [-0.417486, 5.300463, -6.543025], [-2.197357, -0.976688, -7.486437], [1.034730, 1.227185, 2.966603], [-1.432362, 2.157621, 0.601473], [-3.898613, -3.830199, -1.043453], [-4.538747, -2.942223, -1.130200], [-1.070323, -0.981304, -3.565505], [-0.229489, -0.124742, 0.294201], [0.335972, 2.019710, 3.263125], [-1.502085, -0.258400, -2.841430], [-3.087911, -2.076615, -4.626609], [1.701733, -1.642871, -2.422666], [2.134242, -0.887004, -4.999703], [-5.410542, -0.047588, -1.812001], [-0.303863, 3.385191, -4.471357], [0.563736, 0.291952, -5.939564], [-4.582183, -2.440067, -0.157176], [-1.030309, -3.113160, -6.927843], [5.878052, 2.309124, -5.234904], [3.152886, 1.764490, -5.446900], [3.633577, 2.485697, -4.329394], [-4.645085, 0.192317, -3.395346], [-1.190281, 1.195892, -6.830006], [6.929897, 2.594380, -5.213349], [1.938692, 4.308577, 3.298708], [1.296295, 4.205834, 2.444157], [-0.452538, 6.022236, -7.359004], [3.678971, 0.486187, -7.117126], [-0.682961, 1.621710, 3.225957], [1.752341, -2.717939, 2.150068], [0.586699, 2.403743, 4.253968], [5.420016, 1.463965, -6.257357], [4.992808, 2.767230, -4.243680], [-2.496034, -1.627202, 0.297385], [1.556984, 5.940518, 1.083938], [1.084141, -4.321909, -0.540121], [-4.483729, -3.136363, -4.292977], [0.161051, 4.375648, 0.569880], [-0.163438, -3.373914, -1.418000], [-1.963573, 6.230605, -5.372944], [0.481950, 4.252233, -6.636365], [0.446067, 3.125904, 2.313521], [2.060118, 0.746297, 0.872019], [1.083148, -3.071265, -5.607058], [-1.806786, 4.583543, -3.502915], [0.506365, 3.259988, -5.620500], [1.110173, 5.002819, 1.353268], [-2.317599, -1.032135, -1.782298], [-1.173810, 4.468258, -4.386479], [-0.355413, -3.685793, 0.332811], [3.012079, -2.551045, -1.619073]],
  "atomic_forces_ev_per_a": [[1.0, 0.6, 0.0], [-0.1, -0.1, 0.0], [-0.1, 0.3, -0.3], [-0.1, 0.2, 0.3], [0.1, -0.1, 0.5], [-0.1, 0.1, 0.0], [-0.1, -0.3, -0.1], [-0.1, -0.2, -0.1], [-0.1, -0.1, 0.0], [0.1, 0.4, 0.1], [0.1, -0.3, 0.2], [0.3, -0.1, -0.2], [-0.2, -0.3, -0.3], [0.6, 1.0, 0.6], [0.3, 0.1, 0.0], [-0.2, 0.1, 0.0], [0.0, 0.0, 0.0], [0.3, -1.0, 0.4], [-0.4, 0.2, 0.2], [0.4, 0.8, 0.7], [-0.1, 0.1, 0.0], [0.5, -0.6, 0.1], [0.8, 1.8, -2.4], [-0.2, -0.6, 0.3], [-0.1, 0.1, 0.2], [0.4, 0.0, -0.4], [-0.5, 0.5, 0.3], [0.1, 0.0, -0.4], [-0.2, 0.1, -0.3], [-0.3, 0.1, 0.0], [0.4, -0.3, -0.2], [0.2, 0.0, 0.1], [0.1, 0.3, 0.0], [-0.7, -0.2, 0.7], [0.4, 0.0, -0.2], [0.0, 0.2, 0.1], [0.3, -0.1, 0.2], [-0.2, 0.3, 0.1], [-0.5, 0.4, -0.2], [-0.1, 0.3, 0.0], [0.0, -0.2, 0.2], [-0.4, 0.0, 0.1], [-0.8, -2.5, 2.3], [0.0, -0.2, 0.2], [-0.1, -0.3, -1.1], [-0.1, 0.0, 0.2], [0.0, 0.0, 0.1], [-0.3, 0.0, -0.2], [0.1, -0.1, -0.1], [0.2, 0.0, -0.4], [-0.2, -0.2, 0.1], [0.0, -0.1, -0.2], [0.2, 0.3, 0.2], [-0.4, -0.2, -0.1], [0.6, -0.2, 0.2], [-0.2, 0.2, -0.4], [0.0, -0.2, 0.1], [0.0, -0.3, 0.0], [-0.3, -0.1, 0.1], [0.0, 0.1, 0.0], [-0.8, -0.7, -0.3], [-0.1, -0.1, 0.3], [0.2, 0.3, 0.0], [0.3, 0.1, 0.2], [0.2, 0.0, -0.2], [-0.2, -0.1, -0.1], [0.0, -0.1, 0.3], [0.3, -0.1, -0.1], [0.1, 0.2, -0.7], [0.0, 0.0, 0.0], [-0.2, 0.1, 0.0], [0.2, 0.1, 0.1], [0.3, 0.1, 0.1], [0.1, 0.0, 0.2], [0.1, -0.2, 0.1], [0.1, -0.9, 0.5], [0.3, 0.3, -0.1], [0.2, 0.5, 0.2], [-0.1, 0.3, 0.0], [0.2, 0.0, -0.3], [-0.5, 0.9, 0.0], [-0.5, -0.6, -0.4], [-0.5, 0.0, -0.4], [-0.1, 0.2, 0.0], [0.2, 0.0, -0.1], [0.0, 0.1, 0.0]]
}